1.
Computed, not measured: C22H19N4O2PdS as an isolated structure, with ωB97M-V with the def2-TZVPD basis set.

Multiplicity = 1
Total charge = -1
Energy above the lowest of the compared OMol25 structures with the same formula, charge and spin = 3.1 kJ/mol
HOMO energy = -3.21 eV

Geometry as XYZ:
```
49
Properties=species:S:1:pos:R:3:forces:R:3:mulliken_charge:R:1
Pd -0.646 0.503 2.005 -0.31 0.06 -0.36 0.80
N -0.300 0.798 6.279 -0.01 -0.03 0.04 -0.44
C -0.551 0.864 4.938 0.03 -0.02 -0.24 0.69
S -0.126 -0.541 3.985 -0.03 0.35 0.20 -0.52
N -1.071 1.982 4.500 -0.07 -0.08 0.12 -1.34
N -1.265 1.962 3.144 0.18 -0.26 0.10 0.71
C -1.956 2.876 2.574 0.03 0.05 0.11 -0.63
C -2.138 2.769 1.131 0.02 -0.04 -0.21 0.67
C -2.974 3.614 0.451 -0.02 0.10 0.16 -0.68
C -3.121 3.386 -0.941 0.00 -0.03 -0.12 -0.41
C -2.396 2.425 -1.562 -0.01 0.06 0.09 -1.17
C -1.425 1.626 -0.835 0.06 -0.04 0.00 0.49
N -1.446 1.763 0.549 0.13 0.01 0.11 -0.24
H -0.140 -0.117 6.660 0.00 0.00 0.01 0.21
H -0.792 1.459 6.856 0.01 0.01 0.00 0.25
H -2.381 3.679 3.165 -0.02 -0.01 -0.02 0.38
H -3.503 4.401 0.969 0.01 -0.01 -0.01 0.37
H -3.794 4.006 -1.522 0.00 0.00 0.01 0.41
H -2.466 2.309 -2.632 0.01 0.00 0.01 0.43
H 0.329 0.519 -0.742 0.00 0.06 -0.04 0.45
C -0.262 -3.063 -0.494 -0.01 0.00 -0.02 -1.80
C 0.311 -1.958 0.370 0.05 -0.04 0.08 1.37
O -0.546 -1.147 0.775 0.08 -0.14 0.02 -0.48
C 1.716 -1.930 0.655 -0.03 0.08 0.01 0.31
C 2.464 -3.117 0.451 0.04 -0.03 0.00 -0.69
C 3.790 -3.218 0.762 -0.01 0.01 0.00 -0.76
C 4.445 -2.079 1.296 -0.02 0.01 0.00 -0.27
C 3.787 -0.904 1.477 0.06 -0.02 0.00 -0.82
C 2.388 -0.731 1.136 -0.05 -0.04 -0.07 0.46
O 1.852 0.393 1.215 -0.04 0.01 0.02 -0.65
H -1.248 -2.745 -0.824 0.00 -0.01 0.00 0.37
H -0.363 -3.986 0.082 0.00 0.00 0.00 0.42
H 0.369 -3.261 -1.360 -0.01 -0.01 0.00 0.41
H 1.957 -3.990 0.059 0.01 0.00 0.01 0.30
H 4.326 -4.146 0.615 0.00 0.00 0.00 0.37
H 5.496 -2.148 1.561 0.00 0.00 0.00 0.34
H 4.290 -0.031 1.873 -0.01 0.01 0.00 0.38
C -0.466 0.833 -1.406 -0.05 0.02 0.02 -0.85
C -0.379 0.355 -2.769 -0.01 -0.02 -0.03 0.61
C -1.475 0.166 -3.631 0.01 0.01 -0.01 -0.37
C -1.313 -0.334 -4.915 0.00 0.00 0.01 -0.69
C -0.058 -0.691 -5.390 0.00 0.01 0.01 -0.42
C 1.036 -0.549 -4.542 0.00 -0.01 -0.01 -0.55
C 0.880 -0.040 -3.266 -0.01 -0.01 0.03 -0.39
H -2.475 0.371 -3.272 0.00 -0.02 -0.01 0.49
H -2.185 -0.467 -5.545 0.00 0.00 0.01 0.34
H 0.063 -1.088 -6.390 0.00 0.00 0.00 0.36
H 2.024 -0.840 -4.881 0.00 0.00 0.01 0.37
H 1.740 0.060 -2.614 0.00 0.00 0.00 0.42
```
Forces are in eV/Å.

2.
Computed, not measured: C22H20Br5IO2RhSi2 as an isolated structure at a distorted geometry, with ωB97M-V with the def2-TZVPD basis set.

Multiplicity = 1
Total charge = -1
Energy above the lowest of the compared OMol25 structures with the same formula, charge and spin = 129.7 kJ/mol
HOMO energy = -4.30 eV

Geometry as XYZ:
```
53
Properties=species:S:1:pos:R:3:forces:R:3:mulliken_charge:R:1
Rh 0.481 0.359 -0.773 0.16 -0.13 -0.10 -0.17
C -1.952 -2.157 -0.038 -0.15 -0.10 0.04 -1.15
Si -1.701 -0.363 -0.561 -0.02 0.11 0.16 0.93
C -2.697 -0.113 -2.134 -0.12 0.01 0.04 -1.13
C -2.524 0.685 0.801 0.03 0.03 -0.02 0.19
C -3.847 0.509 1.213 0.00 -0.05 0.02 -0.43
C -4.402 1.304 2.204 -0.07 -0.01 0.02 -0.63
C -3.637 2.295 2.806 -0.03 0.03 0.05 -0.63
C -2.323 2.486 2.408 0.02 0.02 0.00 -0.53
C -1.756 1.694 1.406 -0.07 -0.10 -0.04 0.41
Si 0.009 1.942 0.791 -0.21 0.03 -0.12 1.03
C 1.178 1.745 2.241 0.13 -0.01 0.04 -1.16
C 0.143 3.669 0.082 0.07 0.03 -0.01 -1.29
H -3.020 -2.402 -0.003 0.05 -0.02 0.00 0.33
H -1.540 -2.324 0.959 0.02 -0.03 0.03 0.16
H -1.462 -2.850 -0.725 -0.01 -0.01 -0.02 0.32
H -3.726 -0.450 -1.970 -0.03 -0.01 -0.04 0.36
H -2.271 -0.669 -2.971 0.01 0.01 0.01 0.28
H -2.721 0.941 -2.419 0.04 -0.04 0.00 0.27
H -4.456 -0.267 0.757 -0.01 0.02 -0.01 0.28
H -5.431 1.155 2.510 0.00 0.00 0.00 0.37
H -4.068 2.918 3.581 0.00 -0.01 0.00 0.37
H -1.735 3.265 2.885 -0.01 0.00 -0.01 0.31
H 1.003 2.561 2.950 0.03 -0.02 0.04 0.35
H 2.221 1.779 1.920 -0.02 0.03 -0.02 0.30
H 1.006 0.799 2.757 -0.01 -0.01 0.01 0.28
H -0.093 4.403 0.859 -0.01 0.03 -0.02 0.41
H -0.560 3.804 -0.743 0.00 -0.02 0.02 0.34
H 1.151 3.852 -0.294 -0.01 -0.02 0.03 0.27
Br 1.963 2.148 -7.257 0.01 0.01 -0.10 -0.21
C 2.057 2.015 -5.377 0.73 0.31 0.06 0.27
C 3.189 2.477 -4.683 -0.49 -0.14 -0.57 0.11
Br 4.620 3.266 -5.627 0.08 0.04 -0.07 -0.20
C 3.263 2.358 -3.304 -0.37 -0.21 0.36 -0.25
Br 4.736 2.972 -2.301 0.07 0.01 0.06 -0.16
C 2.221 1.759 -2.569 -0.30 0.11 -0.77 0.80
O 2.216 1.596 -1.300 0.56 -0.46 0.88 -0.70
C 1.060 1.324 -3.287 0.67 0.57 -0.44 0.03
O 0.077 0.793 -2.593 -0.87 0.17 -0.50 -0.62
C 1.002 1.450 -4.671 -0.20 0.00 0.48 -0.38
Br -0.571 0.835 -5.515 -0.03 -0.03 -0.01 -0.15
Br 3.902 -4.850 -0.102 -0.11 0.04 0.20 -0.21
C 2.715 -4.654 1.376 0.28 -0.18 -0.28 0.21
C 2.842 -5.534 2.445 -0.08 -0.03 0.01 -0.43
C 1.975 -5.424 3.522 0.02 0.01 0.01 -0.40
C 0.990 -4.445 3.532 -0.06 -0.04 -0.09 -0.68
C 0.874 -3.564 2.462 -0.05 0.07 -0.05 0.04
C 1.742 -3.685 1.393 0.08 1.91 -1.20 -0.22
I 1.752 -1.848 -0.275 0.18 -2.01 2.08 0.34
H 3.613 -6.294 2.431 -0.04 0.04 -0.03 0.37
H 2.074 -6.105 4.358 0.00 0.02 -0.02 0.34
H 0.309 -4.367 4.373 0.04 0.03 -0.05 0.36
H 0.114 -2.791 2.467 0.09 0.00 0.00 0.32
```
Forces are in eV/Å.

For each record above, in turn, the calculated orbital gap values are 5.8938 5.3783 eV.